Here is a molecular structure, C21H27N7Os at a distorted geometry from OMol25. Energies are from wB97M-V/def2-TZVPD.

Cartesian coordinates (Å):
Os  -0.229726  -0.065578  -0.439268
C  0.689786  2.160624  -4.018271
C  0.637623  1.517462  -2.699069
N  -0.422555  0.904414  -2.212544
C  -1.691910  0.803915  -2.939969
C  -2.787885  0.544597  -1.925613
N  -2.360841  -0.520377  -0.965881
C  -2.604940  -1.865155  -1.521885
C  -1.909168  -2.873500  -0.667422
N  -0.476362  -2.557470  -0.638564
C  0.305398  -3.243335  0.403448
C  0.601446  -2.308493  1.559038
N  1.082374  -1.087919  0.961589
C  2.249742  -0.571296  1.162366
C  3.212478  -0.952181  2.222886
C  2.612813  0.453591  0.163440
C  3.864366  1.040648  -0.001490
C  4.070808  1.875078  -1.088217
C  3.034318  2.095609  -2.010555
C  1.820665  1.478026  -1.800816
N  1.626937  0.699414  -0.709718
H  0.025944  1.683790  -4.739604
H  1.699078  2.178508  -4.426384
H  0.365963  3.210954  -3.938798
H  -1.619709  -0.001236  -3.677216
H  -1.923271  1.719984  -3.485508
H  -3.709429  0.269590  -2.443855
H  -3.001099  1.454580  -1.362422
H  -2.964106  -0.429692  -0.146873
H  -2.219576  -1.904695  -2.543330
H  -3.674701  -2.081166  -1.569735
H  -2.090992  -3.872281  -1.079667
H  -2.296549  -2.870310  0.354235
H  -0.070946  -2.723883  -1.559487
H  1.245100  -3.592816  -0.023326
H  -0.234792  -4.108693  0.794191
H  1.319234  -2.789169  2.223456
H  -0.303458  -2.106023  2.131432
H  2.751521  -1.512753  3.031314
H  3.690473  -0.062197  2.637189
H  4.021296  -1.565799  1.806881
H  4.675025  0.836392  0.685939
H  5.041538  2.330271  -1.248329
H  3.201667  2.735395  -2.867674
N  -2.967100  -0.806473  5.572437
C  -2.476210  -0.119200  4.794538
C  -1.855098  0.698308  3.796051
C  -1.484709  2.023329  4.036482
C  -0.870371  2.735055  3.013085
C  -0.641135  2.113822  1.800687
N  -1.003921  0.840151  1.574829
C  -1.608727  0.147366  2.545664
H  -1.681949  2.485722  4.996539
H  -0.573288  3.765853  3.153466
H  -0.170408  2.656821  0.988761
H  -1.920662  -0.867578  2.341549

Forces on atoms 1 to 2 (eV/Å):
Os -0.631 -2.750 1.283
C -0.084 0.075 -0.175

Summary:
Charge: +4
HOMO (spin up / spin down), Eh: -0.7817 / -0.7817
Energy, eV: -35069.8460
HOMO-LUMO gap (spin up / spin down), eV: 5.3 / 5.2


Here is 2 unconnected molecules or ions with the total composition C7H15INO at a distorted geometry from OMol25. Energies are from wB97M-V/def2-TZVPD.

Cartesian coordinates (Å):
C  2.969877  0.421485  -0.452306
C  1.740506  2.726475  -0.080540
C  -3.845948  -2.087677  -0.238052
C  0.404612  0.439362  -0.147958
C  0.376176  -0.924994  0.676124
C  1.749161  1.162677  0.164803
C  -3.476815  -1.079538  0.577641
N  -0.810010  -1.351384  0.444250
O  -1.053790  -2.063729  -0.579858
I  -3.704422  0.916366  -0.006299
H  3.764702  1.138009  -0.797259
H  3.463761  -0.243204  0.248424
H  2.852315  -0.221237  -1.389234
H  1.699316  3.088888  -1.161606
H  2.736247  3.103953  0.392675
H  0.845737  3.177947  0.437705
H  -2.175399  -2.133677  -0.627633
H  -4.412868  -2.002803  -1.156905
H  -3.871741  -3.052041  0.062484
H  -0.249393  1.231207  0.127663
H  0.349228  0.078400  -1.158697
H  1.205032  -1.492974  0.149498
H  0.420989  -0.773805  1.806179
H  1.897750  1.126946  1.191585
H  -2.875011  -1.184652  1.517311

Forces on atoms 1 to 2 (eV/Å):
C 0.996 0.199 -1.618
C 0.451 0.210 -0.257

Summary:
Charge: +1
Relative energy (zero: lowest compared OMol25 entry of this formula, charge and spin), eV: 5.5368
HOMO, Eh: -0.4841
Energy, eV: -19127.9161
HOMO-LUMO gap, eV: 7.0


Here is a molecular structure, C3H4N4O at a distorted geometry from OMol25. Energies are from wB97M-V/def2-TZVPD.

Cartesian coordinates (Å):
C  -0.083970  -0.944724  -0.534587
C  -0.255688  -1.804939  0.441409
C  0.697984  2.492149  -0.029869
H  -0.074023  0.197755  -1.968181
H  -0.354711  -2.939281  0.456574
H  1.431797  3.340167  -0.451191
H  1.032064  2.639613  1.118273
N  -0.323038  -1.133943  1.719948
N  -0.437112  0.224313  1.365190
N  -0.357331  0.314786  -0.059873
N  0.078466  1.445559  -0.731058
O  0.386003  -0.956023  -1.809581

Forces on atoms 1 to 2 (eV/Å):
C 0.654 2.072 -3.369
C -0.012 -3.381 4.394

Summary:
Charge: 0
Relative energy (zero: lowest compared OMol25 entry of this formula, charge and spin), eV: 6.9988
HOMO, Eh: -0.3396
Energy, eV: -11176.9703
HOMO-LUMO gap, eV: 8.3


Here is a single C2H3ClO2S molecule at a distorted geometry from OMol25. Energies are from wB97M-V/def2-TZVPD.

Cartesian coordinates (Å):
C  -0.182494  -0.333840  1.535288
O  0.623553  -0.276042  0.335618
C  0.137040  0.005819  -0.865325
O  -0.975445  -0.126117  -1.216366
S  1.480244  0.700197  -1.938645
Cl  0.286122  0.957124  -3.496101
H  0.415804  -0.442118  2.352804
H  -1.021902  -1.080502  1.587040
H  -0.762922  0.595478  1.705688

Forces on atoms 1 to 2 (eV/Å):
C -3.727 0.682 -1.875
O 0.876 -0.034 0.983

Summary:
Charge: 0
Structure (SMILES): COC(=O)SCl
Relative energy (zero: lowest compared OMol25 entry of this formula, charge and spin), eV: 0.0660
HOMO, Eh: -0.3511
Energy, eV: -29574.6483
HOMO-LUMO gap, eV: 9.8


Here is 4 unconnected molecules or ions with the total composition C18H45ClN3O10 at a distorted geometry from OMol25. Energies are from wB97M-V/def2-TZVPD.

Cartesian coordinates (Å):
Cl  -0.474453  0.250915  0.696761
O  0.624872  -0.448920  1.349708
O  -0.143998  0.771264  -0.608427
O  -1.543764  -0.719536  0.544025
O  -0.876956  1.338626  1.549869
C  -1.832544  -2.136854  3.695173
O  -1.718044  -2.089668  5.085742
C  -0.390983  -1.822179  5.501297
C  -0.427605  -1.854776  7.020209
N  -1.246815  -0.765750  7.609391
C  -0.613149  0.531571  7.627841
C  -1.494402  1.553985  8.276791
O  -2.634457  1.717212  7.466351
C  -3.816100  1.855620  8.202605
H  -2.870245  -2.121416  3.374883
H  -1.346799  -3.004625  3.231895
H  -1.344097  -1.294722  3.193425
H  -0.101381  -0.858376  5.073082
H  0.292024  -2.601592  5.133766
H  0.585210  -1.786362  7.435960
H  -0.836488  -2.802593  7.374918
H  -2.056899  -0.743924  6.990003
H  -0.357235  0.864709  6.600201
H  0.418859  0.559147  8.006103
H  -1.000378  2.532565  8.398713
H  -1.708961  1.335306  9.332174
H  -3.903219  1.010226  8.902675
H  -4.701243  1.809933  7.570275
H  -3.881488  2.777708  8.795427
C  0.129165  -3.047585  -5.238452
O  0.067328  -2.121394  -4.197301
C  0.363655  -0.775968  -4.467680
C  -0.759999  -0.175885  -5.332846
N  -1.952892  0.231386  -4.551672
C  -1.807498  1.561958  -4.003923
C  -2.895196  2.000421  -3.033915
O  -3.003396  1.178955  -1.907889
C  -3.825067  1.743652  -0.941066
H  0.333529  -4.010763  -4.775326
H  0.908939  -2.794592  -5.973795
H  -0.830941  -3.095667  -5.773966
H  1.256669  -0.792543  -5.120741
H  0.655045  -0.226429  -3.583187
H  -1.102213  -0.990824  -5.966155
H  -0.371317  0.707752  -5.868311
H  -2.701112  0.216373  -5.240383
H  -1.744267  2.313891  -4.807597
H  -0.880304  1.615722  -3.425956
H  -3.861288  2.001163  -3.576261
H  -2.708002  3.038531  -2.730565
H  -3.460170  2.724423  -0.601714
H  -3.704716  1.106627  -0.067732
H  -4.844100  1.867887  -1.315218
C  4.449659  -3.478688  -2.687089
O  3.519629  -2.433579  -2.529900
C  3.780419  -1.667179  -1.375928
C  2.959331  -0.405705  -1.357134
N  3.357021  0.541221  -2.417887
C  2.698060  1.826370  -2.236105
C  2.732639  2.561951  -3.550881
O  1.891775  1.860398  -4.471716
C  2.306592  2.028428  -5.786299
H  4.479519  -3.698740  -3.756934
H  4.093973  -4.410514  -2.219044
H  5.434315  -3.273793  -2.265266
H  4.842778  -1.405495  -1.266731
H  3.521595  -2.221171  -0.461009
H  2.902182  0.015002  -0.359303
H  1.926070  -0.682642  -1.606249
H  3.015589  0.151633  -3.288281
H  3.200444  2.490391  -1.521295
H  1.671871  1.720884  -1.858557
H  3.770236  2.502209  -3.909781
H  2.400613  3.603727  -3.506762
H  2.304213  3.078599  -6.112781
H  1.582215  1.569953  -6.460752
H  3.298169  1.592176  -5.923538

Forces on atoms 1 to 2 (eV/Å):
Cl -0.621 -1.153 0.391
O 0.357 0.475 -0.646

Summary:
Charge: -1
Relative energy (zero: lowest compared OMol25 entry of this formula, charge and spin), eV: 0.7165
HOMO, Eh: -0.2174
Energy, eV: -56853.4747
HOMO-LUMO gap, eV: 8.6


Here is a single C6H7N3 molecule at a distorted geometry from OMol25. Energies are from wB97M-V/def2-TZVPD.

Cartesian coordinates (Å):
C  -0.218962  -1.864622  -2.444791
N  -0.141844  -0.664143  -2.087712
C  -1.049466  0.022485  -1.318280
C  -0.968390  0.516943  -0.115985
C  0.083345  0.442176  0.849813
C  0.109722  1.535631  1.917053
N  0.965572  -0.471768  0.676101
C  2.120413  -0.609828  1.340347
N  3.158868  -0.933521  1.748057
H  -0.982516  -2.626168  -2.044107
H  0.446758  -2.356832  -3.162854
H  -1.960632  0.259646  -1.870967
H  -1.847798  1.308023  -0.029183
H  0.348575  2.446582  1.465676
H  0.809614  1.331214  2.876647
H  -0.873259  1.664182  2.200185

Forces on atoms 1 to 2 (eV/Å):
C -1.118 -1.760 0.612
N 0.351 -0.373 -0.314

Summary:
Charge: 0
Structure (SMILES): C=N/C=C\C(C)=N\C#N
Relative energy (zero: lowest compared OMol25 entry of this formula, charge and spin), eV: 2.6983
HOMO, Eh: -0.3420
Energy, eV: -10802.7327
HOMO-LUMO gap, eV: 9.0